Entry from OMol25: a structure of composition C5H5Br15 at a distorted geometry (the ωB97M-V functional and the def2-TZVPD basis).

Geometry as XYZ:
```
25
Properties=species:S:1:pos:R:3:mulliken_charge:R:1
C -0.24842 -3.62066 3.40209 -0.279
Br -1.37424 -3.50715 1.81897 0.084
Br 1.24463 -4.83072 3.20628 -0.001
Br -1.31963 -4.14111 4.96777 -0.041
H 0.11302 -2.63342 3.65252 0.188
C -2.61004 1.76544 -3.67429 -0.326
Br -0.78093 1.32706 -3.13069 -0.064
Br -2.64833 3.24454 -4.93669 -0.029
Br -3.57010 2.29261 -2.06051 -0.005
H -3.05602 0.89025 -4.12381 0.411
C -0.09000 1.04920 0.62100 0.343
Br 1.52329 2.16884 0.26359 0.037
Br -1.42202 2.12310 1.53894 0.000
Br 0.31443 -0.48560 1.74450 0.090
H -0.47526 0.74551 -0.34066 -0.446
C 4.55835 4.05399 1.63883 -0.049
Br 6.16191 4.69917 0.75824 -0.026
Br 3.46908 5.60188 2.18168 -0.008
Br 4.93104 2.83752 3.13305 0.006
H 4.04392 3.57381 0.82008 0.016
C -1.65923 -3.51151 -2.24342 -0.379
Br -1.29355 -3.76368 -4.11485 -0.037
Br -3.52383 -3.95897 -1.78700 -0.020
Br -1.23495 -1.71038 -1.65143 0.197
H -1.05312 -4.20973 -1.68418 0.338
```

electronic energy	-1055901.1789	eV
HOMO	-10.31	eV
gap between HOMO and LUMO	9.75	eV
relative energy (zero: lowest compared OMol25 entry of this formula, charge and spin)	13.38	kcal/mol

***

Entry from OMol25: an isolated molecule of H4P4S at a distorted geometry (the ωB97M-V functional and the def2-TZVPD basis).

Geometry as XYZ:
```
9
Properties=species:S:1:pos:R:3:mulliken_charge:R:1
P -0.03876 -2.16691 -0.98371 0.173
P 1.74568 0.58958 0.00702 -0.114
P -1.76278 0.31428 0.16863 -0.143
P 0.06969 -0.79286 0.61811 0.041
S 1.72568 -1.78928 -2.15978 -0.312
H 1.51412 1.26779 1.25722 0.088
H 1.17770 1.58821 -0.81222 0.086
H -1.82477 1.50060 0.95700 0.092
H -2.60656 -0.51141 0.94774 0.087
```

electronic energy	-48053.3097	eV
HOMO	-8.53	eV
gap between HOMO and LUMO	6.44	eV
relative energy (zero: lowest compared OMol25 entry of this formula, charge and spin)	18.08	kcal/mol

***

Entry from OMol25: a cluster of 2 separate species, H2O4P2 in total at a distorted geometry (the ωB97M-V functional and the def2-TZVPD basis).

Geometry as XYZ:
```
8
Properties=species:S:1:pos:R:3:mulliken_charge:R:1
O 1.81849 1.70624 -1.18055 -0.600
O 1.38876 -1.86011 1.28706 -0.681
O 2.60203 1.54081 1.19096 -0.564
O 2.45241 -1.84985 -1.08434 -0.726
P 1.87749 0.94326 0.05570 0.084
P 1.45747 -1.29203 -0.09766 0.548
H -0.37619 1.06248 1.13320 -0.121
H 0.09525 -0.97943 -0.77896 0.060
```

electronic energy	-26800.2842	eV
HOMO	0.92	eV
gap between HOMO and LUMO	6.26	eV
net charge	-2
relative energy (zero: lowest compared OMol25 entry of this formula, charge and spin)	39.50	kcal/mol

***

Entry from OMol25: a structure of composition C17H35AsBF4FeN3S2Si3 at a distorted geometry (the ωB97M-V functional and the def2-TZVPD basis).

Geometry as XYZ:
```
67
Properties=species:S:1:pos:R:3:mulliken_charge:R:1
Fe 0.04042 -0.21346 0.03376 0.318
C 4.29472 -0.54787 3.75978 -0.851
S 4.35014 -1.05930 2.03528 0.059
C 2.91798 -0.28545 1.39840 0.325
S 2.61691 -0.54492 -0.29357 -0.414
N 2.20583 0.43576 2.21380 -1.104
N 1.13538 0.93884 1.50761 0.891
C 0.77554 2.11987 1.72712 -0.828
C -0.18527 2.71139 0.76697 1.006
C -0.80614 3.91589 1.01033 -0.923
C -1.64670 4.44462 0.04012 -0.251
C -1.82170 3.75565 -1.14161 -0.746
C -1.16495 2.54836 -1.30202 -0.101
N -0.35426 2.03194 -0.37762 -0.216
H 5.19293 -0.96451 4.21817 0.379
H 3.40354 -0.94243 4.25137 0.213
H 4.30141 0.53735 3.83236 0.311
H 1.23897 2.72204 2.50170 0.406
H -0.63712 4.42525 1.95219 0.420
H -2.16118 5.38287 0.21354 0.420
H -2.47074 4.12796 -1.92520 0.397
H -1.28173 1.97265 -2.21412 0.461
F -2.12854 -0.04852 -0.56959 -0.440
B -2.70643 0.37214 0.73354 0.616
F -1.56420 0.16042 1.59769 -0.381
F -3.76433 -0.44969 1.10382 -0.312
F -3.04849 1.71842 0.69961 -0.304
C -2.63307 -3.04834 2.40408 -0.909
Si -2.09834 -3.72617 0.77675 0.520
C -2.05460 -5.57567 0.93751 -1.168
C -3.23925 -3.36647 -0.63151 -0.835
As 0.04360 -2.76995 0.33336 0.416
Si 1.60863 -4.16879 1.42291 0.519
C 1.15338 -5.96087 1.44728 -1.211
C 3.24906 -4.07643 0.58470 -0.944
C 1.64482 -3.51270 3.15641 -0.946
Si 0.33020 -3.30792 -1.95910 0.153
C -0.49734 -1.89367 -2.84377 -0.862
C 2.08857 -3.37170 -2.51913 -0.986
C -0.42912 -4.94569 -2.37924 -0.911
H -3.64692 -3.40832 2.63378 0.361
H -2.64628 -1.95423 2.41062 0.159
H -1.95205 -3.39569 3.19257 0.290
H -3.09639 -5.93497 0.93210 0.400
H -1.59371 -5.88855 1.88017 0.236
H -1.52151 -6.06477 0.11010 0.291
H -4.25493 -3.68080 -0.34788 0.453
H -2.94273 -3.93018 -1.52344 0.280
H -3.27860 -2.30797 -0.88292 0.094
H 0.73331 -6.30771 0.49365 0.237
H 0.43655 -6.19439 2.24075 0.314
H 2.08061 -6.52024 1.63549 0.377
H 3.30927 -4.83982 -0.20528 0.335
H 4.03095 -4.28289 1.32905 0.376
H 3.44391 -3.09512 0.13997 0.157
H 0.78173 -3.88886 3.72505 0.338
H 1.59397 -2.41619 3.15036 0.163
H 2.56516 -3.81760 3.67462 0.394
H 0.05805 -0.96415 -2.64333 0.127
H -1.53570 -1.75340 -2.52272 0.224
H -0.48640 -2.03372 -3.93208 0.503
H 2.64153 -2.46474 -2.25064 0.223
H 2.08160 -3.47107 -3.61354 0.387
H 2.62557 -4.23024 -2.09732 0.237
H -1.49090 -5.00398 -2.11953 0.196
H 0.09754 -5.74166 -1.83309 0.241
H -0.32206 -5.14431 -3.45566 0.418
```

electronic energy	-174753.5397	eV
HOMO (spin up / spin down)	-7.86 / -8.08	eV
gap between HOMO and LUMO (spin up / spin down)	7.56 / 7.57	eV
2S+1	5
relative energy (zero: lowest compared OMol25 entry of this formula, charge and spin)	26.07	kcal/mol

***

Entry from OMol25: a cluster of 5 separate species, C4H16NO7 in total at a distorted geometry (the ωB97M-V functional and the def2-TZVPD basis).

Geometry as XYZ:
```
28
Properties=species:S:1:pos:R:3:mulliken_charge:R:1
O 1.18526 0.59183 1.94666 -0.730
C 1.54569 0.27962 0.78687 0.329
O 2.72078 0.16888 0.36034 -0.763
C 0.47836 -0.08947 -0.25323 2.196
C 0.03487 -1.52812 -0.02911 -0.342
C -0.62835 -1.79383 1.34920 -0.959
O -0.90361 -1.97798 -1.01632 -0.606
N -0.67550 0.84884 -0.41036 -0.665
H 0.94609 0.09311 -1.21795 -1.362
H 0.86095 -2.20642 -0.23612 0.491
H -1.70156 -1.66751 1.18933 0.184
H -0.41942 -1.12398 2.17585 0.277
H -0.45379 -2.85667 1.52030 0.313
H -1.68104 -1.41715 -1.09732 0.374
H -1.53770 0.45051 -0.03727 0.108
H -0.59559 1.68647 0.15584 0.201
H 0.88605 0.91841 -3.25145 0.345
H -0.35348 0.89937 -2.42722 0.409
O -0.05657 0.69479 -3.32090 -0.720
H -4.12185 -0.56983 1.90642 0.320
H -3.35484 0.71055 1.91940 0.302
O -3.89806 0.16699 1.32842 -0.638
H -1.63227 0.83280 2.79776 0.329
H -0.63250 1.88138 2.35785 0.318
O -1.53406 1.78309 2.70446 -0.683
H 2.65095 0.53940 -2.05062 0.392
H 2.82432 -0.25635 -3.30586 0.324
O 2.87448 0.65386 -2.99204 -0.743
```

electronic energy	-20232.4425	eV
HOMO	-5.28	eV
gap between HOMO and LUMO	8.16	eV
net charge	-1
relative energy (zero: lowest compared OMol25 entry of this formula, charge and spin)	17.41	kcal/mol